1.
ORCA calculation (the ωB97M-V functional and the def2-TZVPD basis) on 2 unconnected molecules or ions with the total composition C3H9NS.

Computed properties:
Largest force on an atom: 0.0306 hartree/bohr
SMILES: C=N.CCS
Total energy: -15580.761 eV
LUMO level: 0.750 eV
Energy relative to the best compared isomer or geometry (same formula, charge and spin): 1.5691 eV

Each line ends with the Löwdin charge.
Cartesian coordinates (Å):
C -4.14 1.09 -0.52  -0.158
N -4.23 0.09 -1.27  0.006
H -3.48 1.18 0.34  0.058
H -4.71 1.98 -0.87  0.063
H -3.50 -0.62 -1.16  0.034
C 2.50 -1.28 0.10  -0.171
C 2.57 0.19 0.56  -0.651
S 1.20 1.29 0.07  0.638
H 1.61 -1.70 0.56  0.060
H 2.71 -1.52 -0.94  0.068
H 3.20 -1.83 0.74  0.065
H 2.53 0.07 1.65  0.058
H 3.48 0.70 0.26  0.056
H 0.26 0.35 0.48  -0.124

2.
ORCA calculation (the ωB97M-V functional and the def2-TZVPD basis) on a single C17H15F2NO5 molecule.

Computed properties:
Largest force on an atom: 0.0301 hartree/bohr
SMILES: CCOc1cc(C(=O)Nc2ccc3c(c2)OCO3)ccc1OC(F)F
Total energy: -35034.544 eV
LUMO level: 0.625 eV
Energy relative to the best compared isomer or geometry (same formula, charge and spin): 1.2381 eV

Each line ends with the Löwdin charge.
Cartesian coordinates (Å):
C -0.32 4.15 -3.22  -0.053
C -0.47 4.50 -1.75  -0.229
O -0.55 3.35 -0.92  -0.031
C 0.47 2.45 -0.83  -0.192
C 0.07 1.17 -0.45  0.057
C 0.98 0.14 -0.28  -0.130
C 0.57 -1.25 0.11  -0.414
O 1.17 -2.23 -0.28  0.084
N -0.50 -1.27 0.96  0.132
C -1.16 -2.38 1.52  -0.214
C -2.20 -2.12 2.41  -0.033
C -2.91 -3.15 3.02  0.005
C -2.55 -4.43 2.70  -0.211
C -1.51 -4.69 1.81  -0.191
C -0.79 -3.69 1.21  0.086
O -1.35 -6.04 1.68  0.042
C -2.33 -6.63 2.51  -0.160
O -3.08 -5.62 3.15  0.031
C 2.32 0.38 -0.54  -0.002
C 2.74 1.64 -0.90  0.012
C 1.84 2.68 -1.03  -0.127
O 2.24 3.99 -1.35  0.053
C 3.49 4.26 -1.72  -0.464
F 4.41 4.03 -0.75  0.091
F 3.90 3.53 -2.79  0.094
H -0.38 5.05 -3.82  0.080
H 0.64 3.67 -3.41  0.070
H -1.11 3.47 -3.53  0.083
H -1.44 4.99 -1.58  0.125
H 0.33 5.17 -1.42  0.113
H -0.99 1.02 -0.32  0.130
H -0.86 -0.38 1.26  0.131
H -2.46 -1.10 2.64  0.108
H -3.72 -2.94 3.70  0.118
H 0.01 -3.90 0.52  0.113
H -1.84 -7.26 3.27  0.139
H -3.00 -7.26 1.90  0.139
H 3.03 -0.43 -0.44  0.122
H 3.80 1.80 -1.07  0.117
H 3.55 5.33 -1.99  0.178

3.
ORCA calculation (the ωB97M-V functional and the def2-TZVPD basis) on 2 unconnected molecules or ions with the total composition C3H10N2O2.

Computed properties:
Largest force on an atom: 0.0549 hartree/bohr
SMILES: CCNC(N)=O.O
Total energy: -10349.033 eV
LUMO level: 0.823 eV
Energy relative to the best compared isomer or geometry (same formula, charge and spin): 0.4547 eV

Each line ends with the Löwdin charge.
Cartesian coordinates (Å):
C 0.50 -0.56 -2.18  -0.112
C -0.58 -0.45 -1.14  -0.261
N -0.10 -0.25 0.21  0.067
C 0.02 0.98 0.80  -0.588
N -0.65 2.07 0.29  0.159
O 0.49 1.07 1.94  0.004
H 1.23 0.30 -2.27  0.093
H 1.14 -1.43 -1.96  0.075
H 0.07 -0.79 -3.16  0.071
H -1.19 -1.34 -1.33  0.118
H -1.17 0.44 -1.41  0.097
H 0.69 -0.80 0.55  0.133
H -0.66 2.92 0.81  0.102
H -1.37 1.94 -0.40  0.075
O 0.70 -1.63 2.85  -0.071
H 0.90 -0.69 2.93  0.009
H -0.03 -1.79 3.45  0.030

4.
ORCA calculation (the ωB97M-V functional and the def2-TZVPD basis) on a single C3H9NOS2 molecule.

Computed properties:
Largest force on an atom: 0.0803 hartree/bohr
SMILES: C[S@](=O)(=S)CCN
Total energy: -28463.525 eV
LUMO level: 0.641 eV
Energy relative to the best compared isomer or geometry (same formula, charge and spin): 1.9144 eV

Each line ends with the Löwdin charge.
Cartesian coordinates (Å):
C 1.04 1.56 -0.40  -0.274
S 1.29 0.09 0.41  0.343
O 0.89 0.29 1.83  -0.429
S 3.14 -0.53 -0.04  0.215
C 0.23 -1.20 -0.23  -0.334
C -1.20 -1.01 0.25  -0.295
N -1.78 0.32 -0.13  -0.024
H -0.01 1.88 -0.18  0.069
H 1.75 2.30 -0.06  0.079
H 1.21 1.53 -1.43  0.049
H 0.54 -1.11 -1.27  0.083
H 0.65 -2.15 0.13  0.103
H -1.13 -0.90 1.38  0.117
H -1.80 -1.93 -0.01  0.123
H -2.40 0.63 0.68  0.103
H -2.42 0.23 -0.92  0.071

5.
ORCA calculation (the ωB97M-V functional and the def2-TZVPD basis) on a single C15H23NO molecule.

Computed properties:
Largest force on an atom: 0.3424 hartree/bohr
SMILES: CCCCc1ccc(NC(=O)[C@H](C)CC)cc1
Total energy: -19454.481 eV
LUMO level: 0.280 eV
Energy relative to the best compared isomer or geometry (same formula, charge and spin): 12.4770 eV

Each line ends with the Löwdin charge.
Cartesian coordinates (Å):
C -6.27 -1.63 -0.06  -0.106
C -5.56 -0.25 -0.27  -0.257
C -4.04 -0.18 -0.12  -0.363
C -3.64 1.04 -0.16  -0.282
C -2.18 0.94 0.12  -0.202
C -1.28 0.85 -1.26  0.078
C 0.06 0.75 -1.09  0.000
C 0.72 0.80 0.25  -0.128
N 2.05 0.74 0.36  0.109
C 3.00 0.48 -0.28  -0.503
O 2.94 0.19 -1.54  -0.017
C 4.40 0.37 0.36  -0.310
C 5.63 0.68 -0.75  0.007
C 4.67 -0.83 0.92  -0.350
C 4.46 -2.07 0.15  -0.094
C -0.20 1.28 1.38  0.067
C -1.61 1.28 1.10  -0.152
H -7.40 -1.57 -0.01  0.102
H -6.13 -2.01 0.85  0.021
H -6.03 -2.17 -0.81  -0.012
H -6.11 0.62 0.53  0.167
H -5.93 0.19 -1.42  0.163
H -3.90 -0.72 0.86  0.150
H -3.73 -1.10 -1.00  0.221
H -4.03 1.65 0.53  0.102
H -3.86 1.48 -1.19  0.172
H -1.66 0.77 -2.10  0.012
H 0.70 0.52 -1.98  0.114
H 2.34 0.98 1.41  0.229
H 4.52 1.17 1.12  0.148
H 5.39 -0.15 -1.62  0.134
H 6.55 0.59 -0.34  0.025
H 5.46 1.66 -0.96  0.021
H 5.45 -0.91 1.70  0.149
H 3.77 -0.86 1.49  0.097
H 3.54 -2.08 -0.66  0.143
H 4.37 -2.96 0.75  0.061
H 5.34 -2.02 -0.58  0.087
H 0.32 1.27 2.38  0.107
H -2.11 1.19 1.96  0.093

6.
ORCA calculation (the ωB97M-V functional and the def2-TZVPD basis) on a molecular structure, C31H47BrN2P2Pt.

Computed properties:
2S+1: 3
<S²>: 2.03
Largest force on an atom: 0.0803 hartree/bohr
Charge: +2
Total energy: -127737.111 eV
LUMO level (alpha / beta): -6.435 / -8.814 eV
Energy relative to the best compared isomer or geometry (same formula, charge and spin): 3.3520 eV

Each line ends with the Löwdin charge.
Cartesian coordinates (Å):
N -5.77 3.02 -3.47  0.078
C -5.64 3.45 -2.21  -0.106
C -4.53 3.15 -1.43  -0.001
C -3.54 2.30 -1.96  -0.240
C -3.70 1.83 -3.27  -0.038
C -4.84 2.25 -4.00  -0.107
C -2.31 1.96 -1.14  -0.251
Pt -1.35 0.24 -1.50  0.948
P 3.27 -0.07 0.24  0.754
C -1.02 2.17 -1.85  -0.297
C 0.24 2.60 -1.19  -0.233
C 1.43 2.50 -1.94  -0.029
C 2.66 2.70 -1.30  -0.072
C 2.71 2.73 0.09  -0.237
C 1.57 3.22 0.73  -0.139
C 0.31 3.10 0.12  -0.029
Br 2.23 0.80 2.01  0.788
H -2.42 2.27 -0.09  0.103
H -1.12 2.51 -2.88  0.129
H -4.45 3.58 -0.43  0.116
H -2.99 1.13 -3.73  0.102
H -6.45 4.08 -1.83  0.121
H -4.96 1.94 -5.03  0.116
H 1.36 2.26 -3.00  0.134
H -0.61 3.39 0.61  0.123
H 3.58 2.75 -1.90  0.135
H 1.64 3.67 1.73  0.125
P -1.62 -1.90 -1.09  0.711
C 4.50 1.26 0.35  -0.405
C 5.59 1.27 -0.68  -0.107
H 4.95 1.29 1.35  0.089
H 3.78 2.49 0.51  0.059
H 5.92 2.30 -0.93  0.107
H 6.48 0.72 -0.31  0.105
H 5.31 0.76 -1.63  0.066
C 2.67 -0.62 -1.35  -0.337
C 3.63 -1.56 -2.10  -0.096
H 2.44 0.27 -1.95  0.072
H 1.70 -1.10 -1.15  0.054
H 3.29 -1.64 -3.14  0.099
H 4.67 -1.19 -2.11  0.075
H 3.62 -2.57 -1.67  0.090
C 4.12 -1.50 1.01  -0.368
C 4.85 -1.30 2.34  -0.129
H 4.84 -1.83 0.25  0.095
H 3.34 -2.27 1.11  0.104
H 5.37 -2.25 2.58  0.098
H 5.61 -0.50 2.31  0.076
H 4.16 -1.09 3.16  0.059
C -1.33 -2.20 0.70  -0.400
C -1.37 -3.66 1.13  -0.125
H -2.06 -1.58 1.25  0.066
H -0.34 -1.76 0.91  0.063
H -2.31 -4.16 0.85  0.074
H -0.55 -4.23 0.70  0.068
H -1.28 -3.72 2.22  0.085
C -0.42 -2.92 -2.02  -0.394
C -0.81 -3.13 -3.48  -0.141
H -0.32 -3.88 -1.49  0.088
H 0.55 -2.40 -1.95  0.042
H -1.61 -3.87 -3.59  0.083
H -1.16 -2.20 -3.95  0.068
H 0.06 -3.47 -4.04  0.085
C -3.31 -2.50 -1.49  -0.367
C -4.41 -1.49 -1.21  -0.134
H -3.45 -3.43 -0.93  0.091
H -3.28 -2.75 -2.55  0.078
H -5.28 -1.73 -1.84  0.093
H -4.74 -1.54 -0.17  0.081
H -4.09 -0.46 -1.42  0.029
N -1.56 0.91 2.51  0.095
C -1.22 0.52 3.78  -0.344
C -0.04 1.01 4.39  -0.116
C 0.41 0.46 5.59  -0.092
C -0.36 -0.49 6.26  -0.094
C -1.60 -0.89 5.73  -0.077
C -2.02 -0.41 4.48  -0.040
H -0.92 1.45 1.93  0.045
H -2.45 0.67 2.11  0.091
H 0.53 1.79 3.89  0.053
H 1.37 0.80 5.99  0.109
H 0.00 -0.92 7.20  0.108
H -2.23 -1.58 6.28  0.111
H -2.94 -0.77 4.03  0.107